{"formula": "C34H38Cl4", "method": "ωB97M-V/def2-TZVPD", "smiles": "c1ccccc1.c1ccccc1.c1ccccc1.c1ccccc1.c1ccccc1.ClCCCl.ClCCCl", "charge": 0, "max_force_ha_per_bohr": 0.054, "total_energy_ha": -3159.0693, "homo_lumo_gap_ev": 9.159, "lumo_energy_ev": 0.395, "species": ["H", "H", "C", "C", "C", "C", "H", "C", "Cl", "C", "H", "H", "C", "H", "H", "H", "Cl", "C", "C", "C", "C", "H", "C", "H", "C", "H", "C", "C", "H", "H", "C", "H", "C", "Cl", "C", "C", "C", "Cl", "H", "H", "C", "H", "H", "C", "C", "C", "H", "C", "H", "H", "C", "H", "H", "H", "H", "H", "H", "H", "H", "H", "C", "H", "C", "C", "H", "C", "H", "C", "C", "C", "H", "C", "H", "H", "H", "H"], "positions_angstrom": [[-0.17, 1.28, -5.44], [-1.04, 3.97, 3.44], [2.77, -4.12, 2.25], [0.30, 0.73, -1.64], [-1.67, -5.74, 2.31], [2.86, 0.23, -6.55], [-3.42, 3.23, 3.24], [-4.48, -0.20, -0.53], [3.49, -4.51, 4.85], [2.25, 4.85, 2.27], [2.22, -3.59, 1.47], [-6.21, -1.44, -0.92], [3.49, 4.69, 2.94], [-2.96, 1.26, -0.23], [-2.08, -0.64, 2.11], [-7.80, 0.29, -0.20], [4.40, -4.05, 1.65], [4.30, 3.52, 2.84], [1.59, 0.95, -2.15], [2.59, -3.56, 3.64], [2.73, 2.72, 1.12], [2.30, 2.08, -5.57], [1.93, 1.14, -5.96], [-0.53, 1.36, -1.90], [3.94, 2.57, 1.84], [-0.91, -0.46, -0.41], [2.45, -0.73, -0.71], [-2.57, 2.58, 3.05], [3.90, 0.50, -6.53], [5.25, 3.36, 3.33], [2.69, 0.19, -1.69], [-3.99, 1.14, 2.59], [1.11, -1.17, -7.35], [-0.23, -5.87, 3.29], [-0.15, 1.98, 2.95], [1.17, -1.03, -0.30], [0.61, 0.74, -5.95], [-0.87, -3.13, 1.82], [0.19, -0.07, 2.42], [-3.80, -1.01, -0.74], [-5.87, -0.47, -0.59], [-4.67, 3.06, 0.33], [-0.83, -0.60, -6.74], [-1.31, -4.78, 1.22], [2.47, -0.89, -7.21], [0.21, -0.33, -6.72], [-0.54, -5.25, 0.60], [-4.02, 1.08, -0.22], [-1.88, -6.69, 1.82], [3.70, 0.54, -1.89], [0.09, -0.35, -0.80], [0.78, -2.06, -7.86], [-7.16, 2.50, 0.29], [1.52, -3.63, 3.84], [4.53, 1.68, 1.71], [2.64, 2.05, 0.27], [1.75, 1.72, -2.89], [3.86, 5.44, 3.63], [2.90, -2.52, 3.70], [2.45, -5.16, 2.30], [-6.36, 1.79, 0.12], [-2.24, -4.82, 0.65], [-2.93, 1.29, 2.68], [-0.55, 0.70, 2.61], [1.10, 4.09, 0.65], [-6.74, 0.50, -0.20], [3.26, -1.31, -0.29], [-1.24, 2.94, 3.18], [-4.98, 2.04, 0.14], [1.97, 3.90, 1.27], [0.95, -1.74, 0.49], [-1.89, 0.37, 2.45], [3.20, -1.58, -7.62], [0.90, 2.07, 3.18], [-2.45, -5.39, 2.98], [1.72, 5.79, 2.27]], "mulliken_charge": [0.401, 0.373, -0.046, -0.571, -0.483, -0.228, 0.429, -0.062, -0.193, -0.609, -0.108, 0.374, -0.360, 0.443, 0.182, 0.342, -0.205, -0.613, -0.353, -0.255, 0.160, 0.414, -0.610, 0.529, -0.327, 0.306, -0.230, -0.377, 0.355, 0.392, -0.944, 0.469, -0.249, -0.158, -0.486, 0.190, -0.119, -0.040, 0.412, 0.436, -0.802, 0.390, 0.314, -0.674, -0.448, -0.556, 0.357, -0.395, 0.347, 0.397, -0.176, 0.366, 0.397, 0.150, 0.414, 0.024, 0.472, 0.340, 0.363, 0.296, -0.715, 0.354, -0.804, -0.143, 0.392, -0.136, 0.384, -0.599, -0.271, -0.199, -0.053, 0.008, 0.379, 0.521, 0.307, 0.416]}

***

{"formula": "C34H38ClCrN3O2Se2", "method": "ωB97M-V/def2-TZVPD", "charge": -2, "spin_multiplicity": 5, "max_force_ha_per_bohr": 0.024, "total_energy_ha": -7940.7353, "de_lowest_ev": 0.178, "homo_lumo_gap_ev": [4.272, 4.944], "lumo_energy_ev": [3.896, 3.895], "species": ["H", "H", "C", "C", "H", "C", "C", "C", "C", "C", "C", "H", "H", "N", "H", "H", "H", "H", "H", "H", "H", "H", "Cr", "O", "N", "H", "C", "C", "C", "C", "C", "H", "H", "H", "C", "H", "H", "H", "H", "H", "C", "C", "C", "Se", "C", "C", "H", "H", "H", "H", "H", "C", "C", "O", "H", "C", "H", "H", "H", "H", "C", "Cl", "C", "N", "Se", "C", "H", "H", "C", "C", "C", "H", "C", "C", "C", "H", "C", "H", "H", "C", "C"], "positions_angstrom": [[-5.46, 2.88, 1.50], [-4.21, 0.34, 1.11], [-2.92, -2.53, -0.50], [0.98, 1.89, 1.41], [-3.66, -3.46, -2.29], [1.06, 3.11, 2.10], [0.21, -0.92, -2.98], [-5.33, 2.69, 0.43], [2.56, 1.02, -4.88], [1.92, 3.33, 3.17], [-1.94, -1.72, 0.04], [3.45, 2.47, 4.43], [3.82, -0.05, -3.51], [1.91, -0.38, 1.26], [2.69, -6.35, 1.83], [1.93, 4.30, 3.67], [-5.51, 3.63, -0.12], [-0.02, 0.13, -3.20], [0.42, 3.93, 1.78], [-3.49, 4.13, 1.13], [0.28, -1.46, -3.93], [-2.53, 0.74, 0.81], [-0.24, 1.72, -0.28], [-1.69, 3.22, 0.76], [0.07, -0.34, -0.17], [4.22, 0.29, 4.30], [1.25, 2.79, -3.88], [3.68, -0.02, 3.41], [1.95, -4.49, 1.08], [1.59, -3.81, 3.77], [-3.79, 1.69, -1.27], [1.18, -0.93, -2.50], [2.85, 0.45, -5.76], [2.64, -5.81, -0.47], [0.97, -0.97, 0.50], [3.14, -0.94, 3.66], [-4.45, 2.26, -1.93], [-1.84, -2.56, -3.70], [1.22, 2.32, -5.96], [4.42, -0.27, 2.64], [2.75, 1.09, 2.96], [1.43, -3.24, 1.43], [2.77, 2.32, 3.60], [-2.03, 1.77, -2.17], [2.13, -4.85, -0.37], [1.23, -2.92, 2.77], [-2.98, 4.06, -0.57], [2.06, 3.17, -0.61], [3.07, 1.21, -1.53], [-4.11, 0.65, -1.28], [2.40, -5.76, 4.21], [1.71, 2.50, -2.56], [-2.89, -2.84, -1.85], [-6.32, 1.72, 0.05], [-1.96, -1.45, 1.10], [1.64, 2.06, -4.99], [-1.78, 2.86, 1.68], [0.78, -1.96, 3.02], [1.17, -4.92, -0.89], [2.72, -4.08, -0.89], [3.08, 0.74, -3.62], [0.18, 4.16, -4.16], [2.67, 1.46, -2.51], [1.09, -2.36, 0.40], [-3.22, 1.64, 3.07], [-0.93, -1.19, -0.76], [0.58, -2.74, -0.37], [1.43, -3.55, 4.80], [2.12, -5.05, 3.44], [-3.48, 1.14, 1.16], [-3.89, 2.25, 0.18], [2.60, -1.02, 1.62], [-3.03, 3.50, 0.36], [-0.87, -1.51, -2.11], [1.85, 0.91, 1.89], [-6.03, 1.34, -0.78], [1.25, 3.11, -1.34], [-3.72, -2.90, 0.13], [0.76, 4.07, -1.46], [2.28, -5.38, 2.10], [-1.86, -2.33, -2.64]], "mulliken_spin": [0.000, 0.000, 0.001, 0.063, 0.001, -0.020, 0.058, 0.003, 0.016, -0.010, -0.047, 0.003, -0.001, -0.030, 0.000, -0.001, 0.000, -0.011, 0.010, 0.001, 0.001, 0.019, 4.068, -0.019, -0.212, 0.000, 0.002, -0.001, 0.000, -0.001, 0.004, 0.003, 0.004, 0.000, 0.176, 0.000, 0.001, 0.000, -0.001, 0.000, -0.027, -0.003, 0.026, -0.017, 0.000, 0.004, 0.002, -0.019, -0.024, 0.002, 0.000, -0.052, 0.006, 0.000, 0.000, -0.007, -0.007, 0.000, 0.000, 0.000, 0.007, 0.002, 0.036, 0.001, -0.001, 0.132, -0.001, 0.000, 0.002, 0.004, -0.002, -0.003, 0.005, -0.086, -0.164, 0.000, 0.109, 0.000, 0.005, 0.000, -0.009]}